Here is a molecular structure, C3H8BrCuO3S in a non-equilibrium geometry from the OMol25 dataset. Energies are from the ωB97M-V functional and the def2-TZVPD basis.

* total charge: +1
* multiplicity: 2
* Kohn-Sham gap (spin up / spin down): 4.8 / 4.9 eV
* relative energy (zero: lowest compared OMol25 entry of this formula, charge and spin): 68.5 kcal/mol
* max |F|: 0.06345 Eh/bohr

Last column: natural (NBO) charge in e.
Cartesian coordinates (Å):
Cu 8.464 1.146 -5.872  0.98
Br 6.193 2.004 -2.881  0.02
O 0.530 -0.814 -1.858  -0.90
S -0.089 0.054 -0.839  2.32
O -0.812 1.212 -1.288  -0.93
O -1.076 -0.914 0.086  -0.70
C -1.724 -0.350 1.193  -0.08
C -3.019 -1.236 1.422  -0.63
C 1.060 0.644 0.422  -0.87
H -1.974 0.696 1.015  0.19
H -1.135 -0.475 2.102  0.18
H -2.838 -1.948 2.228  0.21
H -3.611 -1.702 0.634  0.24
H -3.725 -0.479 1.764  0.21
H 0.420 1.207 1.101  0.25
H 1.827 1.180 -0.136  0.25
H 1.508 -0.225 0.905  0.25

Cartesian forces (eV/Å) of the 6 atoms listed first:
-0.22 0.07 0.26
0.20 -0.08 -0.27
-1.09 1.48 2.51
0.08 -1.60 -0.89
0.03 -0.42 0.33
2.26 0.53 -2.29

---

Here is a single C21H28ClFN4O molecule from the OMol25 dataset. Energies are from the ωB97M-V functional and the def2-TZVPD basis.

* SMILES string: Cc1nn(C)c(Cl)c1CN1CCC[C@H](CCC(=O)NCc2ccccc2F)C1
* Kohn-Sham gap: 9.4 eV
* relative energy (zero: lowest compared OMol25 entry of this formula, charge and spin): 0.0 kcal/mol
* max |F|: 0.01692 Eh/bohr

Last column: natural (NBO) charge in e.
Cartesian coordinates (Å):
C 1.114 -0.835 -3.244  -0.66
C 1.078 -1.738 -2.064  0.17
N 0.571 -2.957 -2.139  -0.28
N 0.740 -3.525 -0.946  -0.18
C 0.331 -4.876 -0.698  -0.41
C 1.354 -2.675 -0.096  0.13
Cl 1.727 -3.157 1.500  0.04
C 1.593 -1.492 -0.770  -0.18
C 2.310 -0.269 -0.310  -0.23
N 1.451 0.714 0.355  -0.46
C 1.162 0.303 1.723  -0.23
C 0.320 1.332 2.468  -0.41
C 0.958 2.717 2.421  -0.40
C 1.249 3.120 0.970  -0.21
C -0.071 3.465 0.252  -0.40
C -0.091 3.391 -1.284  -0.50
C -1.106 2.366 -1.774  0.69
O -2.000 2.643 -2.550  -0.64
N -0.925 1.128 -1.270  -0.67
C -1.888 0.075 -1.509  -0.25
C -2.233 -0.664 -0.248  -0.12
C -2.111 -2.045 -0.165  -0.19
C -2.407 -2.723 1.004  -0.22
C -2.829 -2.031 2.126  -0.20
C -2.976 -0.657 2.068  -0.30
C -2.687 -0.001 0.887  0.46
F -2.858 1.339 0.849  -0.34
C 2.105 2.015 0.350  -0.22
H 0.556 -1.287 -4.058  0.24
H 0.690 0.138 -3.006  0.23
H 2.145 -0.688 -3.568  0.22
H 1.202 -5.523 -0.567  0.21
H -0.239 -5.209 -1.562  0.24
H -0.285 -4.927 0.200  0.21
H 2.740 0.210 -1.194  0.21
H 3.142 -0.564 0.354  0.19
H 0.620 -0.645 1.683  0.22
H 2.105 0.138 2.277  0.16
H -0.675 1.367 2.030  0.21
H 0.211 1.006 3.504  0.22
H 0.297 3.448 2.890  0.21
H 1.895 2.703 2.984  0.20
H 1.876 4.020 0.972  0.21
H -0.861 2.819 0.627  0.22
H -0.337 4.478 0.558  0.22
H -0.377 4.351 -1.712  0.24
H 0.886 3.132 -1.691  0.21
H -0.133 0.938 -0.650  0.44
H -2.776 0.566 -1.927  0.25
H -1.510 -0.640 -2.248  0.20
H -1.788 -2.587 -1.041  0.22
H -2.315 -3.798 1.042  0.21
H -3.052 -2.557 3.042  0.22
H -3.319 -0.089 2.919  0.23
H 2.364 2.265 -0.681  0.20
H 3.054 1.970 0.918  0.17

Cartesian forces (eV/Å) of the 6 atoms listed first:
0.04 -0.07 0.02
0.06 -0.17 0.45
-0.29 -0.12 -0.81
0.30 0.50 0.45
-0.08 -0.41 0.07
-0.05 0.13 -0.30

---

Here is 2 unconnected molecules or ions with the total composition C3H11NO in a non-equilibrium geometry from the OMol25 dataset. Energies are from the ωB97M-V functional and the def2-TZVPD basis.

* total charge: -1
* multiplicity: 2
* Kohn-Sham gap (spin up / spin down): 2.9 / 9.8 eV
* relative energy (zero: lowest compared OMol25 entry of this formula, charge and spin): 14.5 kcal/mol
* max |F|: 0.06380 Eh/bohr

Last column: natural (NBO) charge in e.
Cartesian coordinates (Å):
C 0.936 0.832 1.266  -0.96
C -0.290 0.048 0.869  -0.19
C -1.337 1.148 0.330  -0.80
N 0.191 -0.814 -0.287  -0.92
H 1.792 0.169 1.560  0.18
H 1.315 1.543 0.498  0.20
H 0.697 1.394 2.191  0.18
H -0.914 -0.522 1.562  0.18
H -2.215 0.593 0.065  0.20
H -1.445 1.757 1.202  0.19
H -0.807 1.678 -0.472  0.19
H 1.143 -1.118 -0.103  0.34
H 0.270 -0.146 -1.052  0.33
H 0.239 -2.700 -1.945  0.47
H -0.157 -1.659 -2.985  0.43
O 0.582 -2.204 -2.698  -1.02

Cartesian forces (eV/Å) of the 6 atoms listed first:
0.66 -0.05 2.34
-0.05 1.05 -3.09
2.50 -2.08 0.40
-1.50 0.35 0.73
-0.57 0.41 -0.32
-0.56 -0.62 0.31

---

Here is a single C6H10 molecule in a non-equilibrium geometry from the OMol25 dataset. Energies are from the ωB97M-V functional and the def2-TZVPD basis.

* SMILES string: C=C=CCCC
* Kohn-Sham gap: 10.0 eV
* relative energy (zero: lowest compared OMol25 entry of this formula, charge and spin): 39.6 kcal/mol
* max |F|: 0.02314 Eh/bohr

Last column: natural (NBO) charge in e.
Cartesian coordinates (Å):
C -1.637 -2.109 1.405  -0.52
C -0.621 -1.899 0.622  0.12
C 0.294 -1.560 -0.234  -0.30
C 0.893 -0.178 -0.153  -0.41
C -0.042 0.931 -0.626  -0.39
C 0.587 2.313 -0.473  -0.60
H -2.511 -2.291 0.795  0.23
H -1.561 -2.364 2.459  0.23
H 0.639 -2.287 -0.962  0.23
H 1.831 -0.172 -0.719  0.21
H 1.161 -0.001 0.899  0.21
H -0.975 0.874 -0.047  0.20
H -0.315 0.747 -1.673  0.20
H 0.814 2.522 0.581  0.20
H -0.085 3.096 -0.841  0.21
H 1.528 2.378 -1.035  0.20

Cartesian forces (eV/Å) of the 6 atoms listed first:
0.16 -0.70 -0.37
0.31 0.02 0.03
0.04 -0.10 0.17
0.12 0.17 -0.05
-0.04 0.01 -0.06
0.02 0.06 -0.02

---

Here is 7 unconnected molecules or ions with the total composition C22H38N4O3S3 in a non-equilibrium geometry from the OMol25 dataset. Energies are from the ωB97M-V functional and the def2-TZVPD basis.

* Kohn-Sham gap: 8.5 eV
* relative energy (zero: lowest compared OMol25 entry of this formula, charge and spin): 26.0 kcal/mol
* max |F|: 0.05518 Eh/bohr

Last column: natural (NBO) charge in e.
Cartesian coordinates (Å):
C -2.876 3.442 3.788  -0.86
S -1.821 3.567 2.403  1.30
O -2.635 2.784 1.393  -1.02
C -2.212 5.194 2.004  -0.85
H -3.131 2.395 3.969  0.26
H -3.876 3.856 3.565  0.23
H -2.432 3.866 4.706  0.24
H -3.270 5.304 1.764  0.24
H -1.621 5.462 1.109  0.24
H -1.949 5.837 2.809  0.23
C 1.730 -1.387 -1.026  -0.80
S 0.344 -0.721 0.077  1.24
O 1.144 -0.007 1.181  -1.04
C -0.136 0.621 -0.967  -0.84
H 2.409 -0.580 -1.384  0.22
H 1.225 -1.784 -1.917  0.22
H 2.255 -2.204 -0.490  0.26
H -0.918 1.197 -0.501  0.27
H -0.370 0.312 -1.981  0.24
H 0.723 1.249 -1.121  0.23
C 4.154 -1.952 1.786  -0.86
S 3.224 -3.354 2.332  1.27
O 2.465 -3.915 1.166  -0.98
C 4.695 -4.338 2.614  -0.85
H 3.372 -1.199 1.662  0.27
H 4.633 -2.163 0.849  0.23
H 4.875 -1.571 2.520  0.24
H 4.441 -5.307 3.076  0.24
H 5.108 -3.856 3.506  0.23
H 5.469 -4.390 1.755  0.23
N 0.547 1.669 3.756  -0.51
C -0.134 1.394 4.925  -0.10
C 0.240 2.375 5.809  -0.31
C 1.085 3.285 5.170  -0.33
C 1.231 2.841 3.885  -0.08
H 0.649 1.030 3.006  0.45
H -0.766 0.504 5.182  0.22
H 0.022 2.504 6.843  0.21
H 1.489 4.215 5.619  0.22
H 1.817 3.039 3.000  0.21
N -5.376 0.604 -3.416  -0.52
C -4.251 0.947 -4.091  -0.08
C -3.400 1.565 -3.202  -0.32
C -4.040 1.564 -1.909  -0.31
C -5.223 0.926 -2.074  -0.07
H -6.260 0.333 -3.853  0.41
H -4.092 0.703 -5.109  0.21
H -2.383 1.870 -3.465  0.21
H -3.644 2.025 -1.009  0.25
H -5.944 0.636 -1.322  0.21
N -2.410 -4.919 -1.446  -0.51
C -3.071 -4.488 -0.283  -0.09
C -3.261 -3.140 -0.445  -0.29
C -2.811 -2.762 -1.690  -0.32
C -2.320 -3.884 -2.350  -0.08
H -2.105 -5.864 -1.590  0.41
H -3.258 -5.153 0.548  0.21
H -3.694 -2.523 0.286  0.22
H -2.837 -1.795 -2.188  0.23
H -1.958 -4.053 -3.337  0.21
N 5.072 -0.153 -4.031  -0.52
C 4.858 -0.947 -5.143  -0.08
C 3.602 -0.649 -5.568  -0.30
C 2.987 0.231 -4.566  -0.31
C 3.965 0.553 -3.684  -0.08
H 5.926 -0.100 -3.457  0.41
H 5.599 -1.633 -5.612  0.22
H 3.135 -1.085 -6.447  0.22
H 2.007 0.752 -4.515  0.22
H 3.986 1.219 -2.873  0.21

Cartesian forces (eV/Å) of the 6 atoms listed first:
-1.13 -0.04 1.82
-1.04 -1.94 -1.00
0.90 -0.13 -0.20
0.12 1.47 -1.42
0.69 -0.09 -0.08
0.60 0.36 -0.08

---

Here is a molecular structure, C55H47HoN6P in a non-equilibrium geometry from the OMol25 dataset. Energies are from the ωB97M-V functional and the def2-TZVPD basis.

* total charge: +3
* multiplicity: 5
* Kohn-Sham gap (spin up / spin down): 6.0 / 6.1 eV
* max |F|: 0.05770 Eh/bohr

Last column: Mulliken spin population.
Cartesian coordinates (Å):
Ho 0.148 -0.796 -0.763  4.08
C -1.137 -0.265 -4.557  0.00
C -0.493 -1.117 -3.502  0.00
C 0.898 -0.952 -3.274  -0.01
C 1.602 -1.940 -2.540  0.00
C 0.879 -2.907 -1.797  0.00
C -0.518 -3.107 -2.049  0.00
C -1.167 -2.249 -2.951  0.00
H -0.899 -0.664 -5.557  0.00
H -0.740 0.769 -4.439  0.00
H -2.218 -0.195 -4.470  0.00
H 1.426 -0.175 -3.804  0.00
H 2.690 -1.984 -2.586  0.00
H 1.404 -3.716 -1.296  0.00
H -1.014 -4.011 -1.696  0.00
H -2.181 -2.437 -3.252  0.00
C 2.791 3.500 1.376  0.00
N 2.810 2.170 0.734  0.00
C 1.782 1.272 0.700  0.00
N 2.158 0.157 0.001  -0.02
C 3.557 0.305 -0.271  0.00
C 3.937 1.562 0.142  0.00
C 5.263 2.122 0.022  0.00
C 5.457 3.422 -0.404  0.00
C 6.732 3.991 -0.436  0.00
C 7.888 3.228 -0.148  0.00
C 7.694 1.906 0.223  0.00
C 6.414 1.336 0.250  0.00
C 4.346 -0.686 -0.976  0.00
C 4.464 -2.002 -0.506  0.00
C 5.151 -2.947 -1.291  0.00
C 5.673 -2.598 -2.552  0.00
C 5.606 -1.268 -2.955  0.00
C 5.023 -0.304 -2.149  0.00
P 0.123 1.476 1.529  0.00
C -0.451 -0.129 2.254  0.00
N -0.455 -1.284 1.589  -0.02
C -0.948 -2.252 2.468  0.00
C -1.253 -1.665 3.677  0.00
N -1.004 -0.281 3.511  0.00
C -0.981 0.770 4.528  0.00
C -1.706 -2.258 4.908  0.00
C -2.644 -1.671 5.741  0.00
C -2.882 -2.200 7.012  0.00
C -2.239 -3.343 7.463  0.00
C -1.363 -3.994 6.599  0.00
C -1.130 -3.476 5.311  0.00
C -1.085 -3.661 2.025  0.00
C -0.113 -4.121 1.146  0.00
C -0.242 -5.402 0.564  0.00
C -1.354 -6.190 0.815  0.00
C -2.307 -5.712 1.712  0.00
C -2.161 -4.492 2.371  0.00
C -0.930 1.876 -0.007  -0.01
N -1.502 0.901 -0.750  -0.02
C -2.614 1.490 -1.378  0.00
C -2.635 2.861 -1.101  0.00
N -1.588 3.074 -0.173  0.00
C -1.186 4.362 0.416  0.00
C -3.464 3.960 -1.582  0.00
C -3.287 4.474 -2.870  0.00
C -3.957 5.636 -3.282  0.00
C -4.904 6.247 -2.464  0.00
C -5.120 5.702 -1.189  0.00
C -4.385 4.597 -0.754  0.00
C -3.604 0.643 -2.092  0.00
C -4.400 1.178 -3.129  0.00
C -5.260 0.329 -3.832  0.00
C -5.305 -1.027 -3.542  0.00
C -4.545 -1.542 -2.480  0.00
C -3.700 -0.699 -1.750  0.00
H 1.972 3.555 2.108  0.00
H 2.652 4.313 0.658  0.00
H 3.726 3.666 1.923  0.00
H 4.576 3.988 -0.751  0.00
H 6.831 5.055 -0.655  0.00
H 8.897 3.634 -0.156  0.00
H 8.539 1.304 0.502  0.00
H 6.302 0.287 0.487  0.00
H 4.075 -2.243 0.473  0.00
H 5.212 -3.967 -0.934  0.00
H 6.108 -3.369 -3.140  0.00
H 6.043 -0.958 -3.880  0.00
H 5.034 0.752 -2.404  0.00
H -0.903 0.349 5.537  0.00
H -1.897 1.396 4.471  0.00
H -0.121 1.417 4.338  0.00
H -3.175 -0.748 5.462  0.00
H -3.600 -1.693 7.619  0.00
H -2.426 -3.752 8.449  0.00
H -0.909 -4.895 6.944  0.00
H -0.425 -3.978 4.647  0.00
H 0.824 -3.560 1.007  0.00
H 0.595 -5.723 -0.080  0.00
H -1.522 -7.126 0.300  0.00
H -3.166 -6.317 2.000  0.00
H -2.910 -4.142 3.123  0.00
H -1.552 5.187 -0.199  0.00
H -0.093 4.386 0.503  0.00
H -1.614 4.483 1.412  0.00
H -2.584 3.976 -3.557  0.00
H -3.690 6.054 -4.252  0.00
H -5.439 7.116 -2.815  0.00
H -5.853 6.152 -0.505  0.00
H -4.511 4.237 0.266  0.00
H -4.327 2.230 -3.413  0.00
H -5.898 0.737 -4.630  0.00
H -5.930 -1.670 -4.152  0.00
H -4.620 -2.612 -2.206  0.00
H -3.064 -1.118 -0.985  0.00

Cartesian forces (eV/Å) of the 6 atoms listed first:
-0.96 1.23 2.52
0.14 0.95 0.41
0.20 -0.76 -0.49
-0.34 -1.37 0.11
-0.37 -0.26 -0.25
-0.02 -1.30 -1.88